(1)
Density functional theory data (ωB97M-V/def2-TZVPD) for C3H5O3Pr as an isolated structure.

```
12
Properties=species:S:1:pos:R:3:mulliken_charge:R:1
O -0.56499 -0.31474 -0.40367 -0.452
C 0.18633 -1.11639 0.21654 0.347
C -0.24120 -1.87693 1.36833 -0.799
H 1.25044 -0.96741 -0.00611 0.343
H -1.20498 -1.56346 1.77849 0.370
H 0.57025 -1.80792 2.11475 0.376
H -0.23902 -2.93929 1.06494 0.362
O -1.18955 2.21142 -0.38422 -0.211
C -0.10596 2.09457 -0.83711 0.827
O 0.71861 2.24597 -1.66508 -0.456
Pr 2.15420 3.60108 -3.28932 2.739
H -1.33411 0.43309 0.04247 0.554
```

The value obtained for the molar mass is 229.98 g mol⁻¹. As for the total charge: +4. Its multiplicity is 3. For the HOMO energy (spin up / spin down), the calculation gives -0.9675 / -0.9957 Ha. Its frontier orbital gap (spin up / spin down) is 2.505 / 6.196 eV.

=====

(2)
Density functional theory data (ωB97M-V/def2-TZVPD) for an isolated ion of composition CH4NO and charge +1.

```
7
Properties=species:S:1:pos:R:3:mulliken_charge:R:1
C 0.80126 -0.20358 -0.04805 -0.436
N -1.28076 0.52906 0.08736 -0.050
O -0.60604 -0.43198 0.18749 0.152
H 1.42203 -1.01220 0.38812 0.317
H 1.15968 0.05335 -1.09598 0.329
H 0.92276 0.77046 0.16219 0.317
H -2.41893 0.29489 0.31887 0.371
```

The value obtained for the molar mass is 46.05 g mol⁻¹. As for the total charge: +1. Its multiplicity is 1. Its relative energy (zero: lowest compared OMol25 entry of this formula, charge and spin) is 5.038 eV. For the HOMO energy, the calculation gives -0.6813 Ha. Its frontier orbital gap is 10.351 eV.

=====

(3)
Density functional theory data (ωB97M-V/def2-TZVPD) for C7H6As2F20O7Pt as an isolated structure.

```
43
Properties=species:S:1:pos:R:3:mulliken_charge:R:1
Pt 0.27840 -0.28736 0.55428 1.928
As 2.36228 0.65200 3.71846 2.052
F 1.11270 1.17977 4.80386 -0.506
F 2.73576 2.32943 3.38372 -0.485
F 3.63784 0.06740 2.64082 -0.431
F 1.99861 -1.10939 4.07973 -0.518
F 1.14802 0.50327 2.39209 -0.679
F 3.51791 0.62375 5.09613 -0.551
As 3.24699 -2.56312 -0.33668 2.044
F 3.66101 -1.88941 -1.91092 -0.492
F 2.06327 -3.75584 -0.95430 -0.528
F 2.86562 -3.12758 1.33788 -0.476
F 4.33741 -1.29585 0.44143 -0.479
F 1.83380 -1.38646 -0.24420 -0.422
F 4.52730 -3.69960 -0.51063 -0.505
O -1.99142 -2.45781 2.95528 -0.467
C -1.29419 -1.81282 2.09433 0.706
O -1.67059 -0.75996 1.48500 -0.715
O -0.06458 -2.05643 1.80895 -0.655
H -2.77582 -1.90438 2.94847 0.319
O 2.72690 2.79999 -1.24736 -0.509
C 2.34049 1.71680 -0.60565 0.452
O 1.21545 1.24107 -0.70304 -0.744
O 3.12762 1.10560 0.21242 -0.605
H 1.94418 3.19685 -1.63651 0.271
C -1.88795 1.16988 -1.96620 -1.536
C -2.52410 2.04388 -0.89706 1.255
C -2.68040 3.45863 -1.37280 -0.059
F -1.55289 4.05338 -1.75053 -0.235
F -3.51625 3.53886 -2.43710 -0.299
F -3.70956 1.52070 -0.62531 -0.324
F -1.77255 1.94873 0.24061 -0.239
O -1.38331 -0.05940 -1.42389 -0.112
C -1.62065 -1.22214 -2.11961 1.017
C -3.04271 -1.65383 -2.21540 0.282
F -3.84607 -0.91813 -3.05170 -0.280
F -3.29134 -2.89625 -2.61098 -0.285
F -0.90418 -1.40835 -3.24295 -0.350
F -1.00343 -2.08818 -1.33899 -0.315
H -0.97995 1.70640 -2.24146 0.465
H -2.44300 1.05335 -2.89703 0.539
H -3.16708 4.04873 -0.59625 0.282
H -3.55954 -1.60620 -1.25691 0.189
```

The value obtained for the molar mass is 927.00 g mol⁻¹. As for the total charge: -2. Its multiplicity is 3. Its relative energy (zero: lowest compared OMol25 entry of this formula, charge and spin) is 0.000 eV. For the HOMO energy (spin up / spin down), the calculation gives -0.0922 / -0.0927 Ha. Its frontier orbital gap (spin up / spin down) is 6.396 / 6.406 eV.

=====

(4)
Density functional theory data (ωB97M-V/def2-TZVPD) for C33H52BLiN10 as an isolated structure.

```
97
Properties=species:S:1:pos:R:3:mulliken_charge:R:1
Li 0.87771 -0.24297 -1.37762 1.182
C 0.44444 4.38024 -3.05646 -1.515
C 0.85482 3.33229 -2.04661 2.487
C 1.82849 3.91770 -1.00527 -1.481
C -0.27168 2.75462 -1.30260 -0.478
C -1.59029 3.29850 -0.96204 -0.680
C -2.36012 2.21588 -0.55634 -0.647
C -3.83790 2.10744 -0.37699 1.150
C -4.48699 1.58840 0.90437 -0.829
C -4.38175 3.45557 -0.83473 -1.902
N -1.51855 1.10467 -0.45059 0.086
N -0.31808 1.43631 -1.07910 0.527
B -1.28704 0.17272 0.90538 -0.356
N -0.05773 0.51160 1.75541 1.207
N 1.15636 -0.07314 1.40386 -0.186
C 1.88069 -0.17230 2.47192 -0.420
C 1.12635 0.32939 3.60072 -0.189
C -0.07894 0.83071 3.11963 -0.733
C -1.00347 1.73246 3.93934 1.302
C -1.06954 3.09542 3.32878 -0.993
C -0.51936 1.81028 5.34963 -1.961
C 3.29401 -0.68760 2.45453 0.840
C 3.62155 -1.48110 3.76062 -1.711
C 3.55816 -1.55606 1.24770 -0.902
N -1.27471 -1.33256 0.31093 0.195
N -0.18927 -1.75076 -0.57068 -0.020
C -0.18467 -3.05753 -0.63347 -0.461
C -1.27328 -3.53522 0.20490 -0.221
C -1.75154 -2.45689 0.88491 -1.091
C -2.91435 -2.48384 1.77118 1.359
C -4.20362 -2.95335 1.24676 -1.875
C -2.50119 -3.45094 2.89987 -1.580
C 0.94422 -3.82648 -1.14016 1.770
C 0.70533 -5.32595 -0.64285 -1.429
C 1.30998 -3.87008 -2.61563 -0.924
H 1.23981 5.14091 -3.22313 0.424
H 0.14655 4.02514 -4.06059 0.296
H -0.32715 5.06786 -2.63737 0.254
H 1.34864 2.47866 -2.46916 -1.037
H 2.81119 3.92370 -1.55033 0.409
H 1.59042 4.95619 -0.70216 0.402
H 1.95584 3.21774 -0.12051 0.148
H -1.93360 4.32409 -1.07780 0.357
H -4.12913 1.43930 -1.20854 0.201
H -3.98163 2.12490 1.74145 0.088
H -5.57626 1.75318 0.83434 0.448
H -4.39223 0.45132 0.99341 -0.081
H -4.19851 4.35399 -0.24676 0.328
H -3.91652 3.70551 -1.81442 0.424
H -5.45216 3.30005 -1.02021 0.455
H -2.31953 0.31651 1.50276 -0.559
H 1.36960 0.24203 4.65840 0.345
H -2.02672 1.26276 3.96886 0.106
H -0.22245 3.40093 2.66251 0.139
H -1.89182 3.14038 2.65450 0.057
H -1.27559 3.88407 4.01178 0.488
H 0.51649 2.20881 5.39049 0.378
H -1.18244 2.51794 5.90658 0.425
H -0.45827 0.84209 5.88583 0.369
H 3.93439 0.15004 2.60606 0.274
H 2.90902 -2.34412 3.88221 0.310
H 4.59633 -1.89104 3.67619 0.487
H 3.61622 -0.81226 4.62998 0.385
H 3.03334 -2.51728 1.38043 0.245
H 3.29724 -1.12525 0.31201 -0.176
H 4.65480 -1.77171 1.15931 0.439
H -1.48760 -4.58229 0.38308 0.292
H -3.03717 -1.46591 2.18766 0.181
H -4.15522 -4.00823 0.95326 0.396
H -5.02328 -2.83233 1.90868 0.440
H -4.45331 -2.41689 0.31862 0.365
H -2.69920 -4.54336 2.73397 0.334
H -1.38811 -3.38954 3.08027 0.324
H -2.97974 -3.17919 3.85544 0.415
H 1.81593 -3.37791 -0.58540 -0.623
H -0.34752 -5.48664 -0.88565 0.359
H 1.33120 -6.06448 -1.18184 0.400
H 0.78058 -5.44924 0.49391 0.262
H 0.54649 -3.46827 -3.33218 0.131
H 2.28686 -3.29830 -2.79249 0.150
H 1.57283 -4.95024 -2.88458 0.327
N 1.57854 -0.50581 -5.52150 -0.104
C 0.25348 -0.78907 -5.67989 -0.675
C -0.31561 -0.83675 -4.45186 -0.700
N 0.60623 -0.41330 -3.51131 0.635
C 1.71395 -0.14249 -4.17134 -0.472
C 2.96551 0.19207 -3.52994 -0.096
N 3.08144 0.33178 -2.20404 0.369
C 4.34972 0.79761 -1.97156 -0.407
C 5.05533 0.84560 -3.12459 -0.857
N 4.11854 0.55152 -4.13402 -0.139
H 2.17962 -0.06899 -6.23951 0.304
H -0.05364 -0.97331 -6.70028 0.459
H -1.38014 -0.87718 -4.20740 0.402
H 4.58569 1.00196 -0.94080 0.511
H 6.06437 0.99752 -3.40950 0.488
H 4.17031 0.81780 -5.09066 0.179
```

The value obtained for the molar mass is 606.60 g mol⁻¹. Its multiplicity is 1. For the HOMO energy, the calculation gives -0.2761 Ha. Its frontier orbital gap is 7.264 eV.

=====

(5)
Density functional theory data (ωB97M-V/def2-TZVPD) for C3HBrN4 in the gas phase.

```
9
Properties=species:S:1:pos:R:3:mulliken_charge:R:1
C -0.66420 -0.19575 -1.94468 0.447
C -0.06383 0.00852 -0.76505 0.125
C -0.16386 -0.27961 1.41162 0.423
N -1.21556 -0.53883 -2.87291 -0.391
N -0.90163 -0.64946 0.44785 -0.391
N 0.95639 0.41414 1.15215 -0.707
N 0.96262 0.58532 -0.13721 0.327
Br -0.64263 -0.51503 3.12531 -0.095
H 1.73270 1.17069 -0.41709 0.263
```

As for the structure (SMILES): N#Cc1nc(Br)n[nH]1. The value obtained for the molar mass is 172.97 g mol⁻¹. Its multiplicity is 1. Its relative energy (zero: lowest compared OMol25 entry of this formula, charge and spin) is 1.590 eV. For the HOMO energy, the calculation gives -0.3672 Ha. Its frontier orbital gap is 9.339 eV.